[1]
Computed, not measured: C36H44Br12F2O15 as an isolated structure at a distorted geometry, with wB97M-V/def2-TZVPD.

CARTESIAN COORDINATES (ANGSTROEM)
1 C -4.55807 9.43580 2.61261
2 C -3.74859 8.42692 1.79071
3 C -2.30462 8.80137 1.54004
4 O -1.62230 7.57166 1.64572
5 C -2.37979 6.65021 2.29046
6 O -2.10709 5.53878 2.59005
7 O -3.61932 7.21432 2.50281
8 H -3.85825 9.73944 3.39118
9 H -5.46290 8.92870 2.94761
10 H -4.82591 10.36865 2.11648
11 H -4.17751 8.25986 0.80267
12 H -1.98865 9.54701 2.26962
13 H -2.06384 9.36381 0.63794
14 C -5.38455 -5.89836 1.06505
15 C -4.79871 -4.89551 2.10564
16 C -5.09265 -3.42839 1.89623
17 O -5.92462 -3.00501 2.97342
18 C -6.04717 -4.03335 3.80801
19 O -6.81458 -4.04118 4.74407
20 O -5.43025 -5.17634 3.30454
21 H -4.87321 -5.70339 0.12239
22 H -6.44642 -5.72836 0.88716
23 H -5.28625 -6.95043 1.33262
24 H -3.76491 -5.09032 2.39096
25 H -5.62582 -3.39559 0.94610
26 H -4.14977 -2.88189 1.87540
27 C 0.37521 5.05818 -2.67641
28 C 1.64401 5.85108 -2.37579
29 C 2.62650 5.18764 -1.46318
30 O 3.89343 5.29088 -2.12565
31 C 3.68742 5.67193 -3.36814
32 O 4.51051 5.82385 -4.18959
33 O 2.40357 5.87127 -3.52344
34 H -0.36084 4.98261 -1.87602
35 H 0.70203 4.11800 -3.12066
36 H -0.13406 5.48487 -3.54051
37 H 1.21313 6.80086 -2.05899
38 H 2.35534 4.13849 -1.34550
39 H 2.49861 5.89189 -0.64113
40 C -8.24957 -3.43522 -8.21643
41 C -8.11251 -2.51625 -7.02715
42 C -8.87469 -2.93414 -5.80222
43 O -7.94204 -2.48769 -4.81990
44 C -6.74170 -2.53901 -5.31285
45 O -5.66936 -2.34577 -4.76057
46 O -6.80145 -2.76015 -6.60052
47 H -7.74502 -4.37804 -8.00525
48 H -8.01720 -2.98598 -9.18198
49 H -9.30437 -3.58606 -8.44612
50 H -8.25733 -1.46637 -7.28187
51 H -9.19977 -3.93430 -5.51568
52 H -9.81174 -2.37772 -5.82298
53 C 3.13255 3.25050 4.29325
54 C 2.82678 3.08938 5.77033
55 C 4.05733 3.08567 6.68553
56 O 3.62177 3.80522 7.79239
57 C 2.50612 4.49991 7.50394
58 O 1.96825 5.22564 8.32825
59 O 2.07720 4.15749 6.30443
60 H 4.04203 2.68044 4.10357
61 H 3.27530 4.28053 3.96651
62 H 2.35800 2.88752 3.61766
63 H 2.24131 2.19181 5.96954
64 H 4.95629 3.58229 6.32039
65 H 4.22699 2.04355 6.95630
66 F 11.67357 -3.42480 3.85668
67 C 10.30329 -3.56940 4.13162
68 C 9.94303 -4.82193 4.65967
69 C 8.61424 -5.29252 4.68109
70 C 7.59107 -4.32198 4.44345
71 C 7.94211 -2.98846 4.10647
72 C 9.28633 -2.71283 3.78985
73 H 10.74532 -5.46094 4.99790
74 H 8.39226 -6.28595 5.04197
75 H 6.56059 -4.62987 4.54199
76 H 7.23455 -2.18481 3.96542
77 H 9.61014 -1.77587 3.36129
78 F 2.18342 -1.05431 1.34003
79 C 1.60890 -1.21409 0.09261
80 C 2.25115 -1.85612 -0.99637
81 C 1.66538 -1.73443 -2.23349
82 C 0.50875 -0.94936 -2.35331
83 C -0.10681 -0.31743 -1.33245
84 C 0.42089 -0.49240 -0.08555
85 H 3.10875 -2.47262 -0.77085
86 H 2.16631 -2.06566 -3.13113
87 H -0.01771 -0.73144 -3.27077
88 H -0.93296 0.33423 -1.57577
89 H -0.02934 -0.11481 0.82061
90 C -1.75261 -6.40748 -4.66714
91 Br -1.01953 -7.27236 -2.99602
92 Br -3.53461 -7.19043 -5.10258
93 Br -0.36215 -6.48693 -6.14607
94 H -1.90979 -5.33387 -4.56340
95 C -2.80986 2.99762 -7.20369
96 Br -0.86638 2.63801 -7.46898
97 Br -3.99476 1.96629 -8.40591
98 Br -3.50368 4.91157 -7.58230
99 H -3.04762 2.74782 -6.16969
100 C 8.13841 -1.42608 -1.29340
101 Br 7.21319 -0.93905 -2.93897
102 Br 9.97437 -0.63421 -1.44505
103 Br 8.32996 -3.40459 -1.29160
104 H 7.66640 -1.09264 -0.36921
105 C 2.20795 -8.24507 3.37922
106 Br 3.32883 -9.22749 4.61836
107 Br 0.70425 -9.37798 2.76167
108 Br 3.11896 -7.49878 1.77281
109 H 1.77292 -7.40972 3.92787

E_HOMO   -9.44 eV
Kohn-Sham gap   8.6106 eV
E_tot   -914697.465 eV



[2]
Computed, not measured: C36H44Br48FN4O3S2 as an isolated structure at a distorted geometry, with wB97M-V/def2-TZVPD.

CARTESIAN COORDINATES (ANGSTROEM)
1 C 2.58537 0.99014 3.56010
2 C 2.79149 1.04682 2.35109
3 N 2.46541 1.15813 0.93190
4 C 2.44760 -0.01931 0.32073
5 C 2.77651 -1.43634 0.93184
6 C 3.10640 -2.42498 -0.26950
7 N 4.25167 -2.48543 -0.86569
8 C 2.01594 0.35020 -1.16372
9 C 2.08967 1.95448 -1.39993
10 C 0.77736 2.28801 -2.23165
11 N 0.96168 3.35950 -3.24245
12 C -0.36630 3.57574 -3.91585
13 S 3.62285 2.08873 -2.43151
14 O 3.27338 1.47778 -3.72716
15 O 4.75092 1.30756 -1.87924
16 F 4.03087 3.65533 -2.76613
17 C 2.16249 2.39367 0.15017
18 S 3.77808 3.36709 0.37088
19 C 1.10101 3.43585 0.71693
20 C -0.04745 2.78911 1.61565
21 C -1.43950 3.43891 1.11262
22 N -2.59898 2.98487 1.92851
23 C -2.89412 1.55466 1.69598
24 C -3.42023 1.30007 0.22522
25 C -3.98433 2.37596 -0.67358
26 C -4.49945 2.03375 -2.07141
27 C -4.45414 0.58856 -2.55287
28 C -3.87749 -0.51262 -1.70587
29 C -3.37028 -0.12576 -0.32268
30 O -2.82172 -1.18247 0.46348
31 H 2.32714 0.81162 4.65738
32 H 1.97759 -1.81238 1.63726
33 H 3.73405 -1.31543 1.54667
34 H 2.30176 -3.10260 -0.67034
35 H 4.88671 -1.79811 -0.42016
36 H 0.87950 0.20478 -1.09227
37 H 2.32178 -0.32820 -2.01040
38 H 0.40596 1.37375 -2.80504
39 H -0.10111 2.60125 -1.56965
40 H 1.25694 4.24608 -2.81438
41 H -0.53306 4.68493 -4.07299
42 H -0.39580 2.99919 -4.89879
43 H -1.23937 3.19800 -3.29511
44 H 4.70101 2.40469 0.72289
45 H 0.62357 4.08761 -0.08852
46 H 1.68086 4.16034 1.37364
47 H 0.04459 3.06772 2.71444
48 H -0.09873 1.66159 1.57029
49 H -1.59458 3.24738 0.00190
50 H -1.41583 4.57692 1.21908
51 H -2.41198 3.14783 2.92973
52 H -2.04226 0.84644 1.94124
53 H -3.75237 1.25549 2.39368
54 H -4.03839 3.44898 -0.34677
55 H -4.90735 2.83424 -2.76066
56 H -4.83807 0.34328 -3.58341
57 H -3.79791 -1.58842 -2.03607
58 H -3.50034 -1.32588 1.16242
59 C 1.13904 5.97292 -6.74409
60 Br 2.43269 5.45199 -5.40010
61 Br 1.73193 7.51298 -7.75568
62 Br 0.66803 4.49010 -7.89706
63 H 0.23439 6.26669 -6.21838
64 C -1.06190 -3.20372 -3.73255
65 Br -2.37917 -4.04246 -2.58891
66 Br -1.86717 -1.92926 -4.94499
67 Br 0.37344 -2.40306 -2.70669
68 H -0.61842 -3.98842 -4.34011
69 C -2.87269 -7.96043 -0.57280
70 Br -4.12297 -6.48777 -0.42941
71 Br -2.07140 -8.39045 1.13619
72 Br -3.68234 -9.51129 -1.40019
73 H -2.06940 -7.63300 -1.22773
74 C -0.80623 0.57439 -8.31160
75 Br 0.91396 0.86321 -7.47106
76 Br -1.20844 -1.31066 -8.50170
77 Br -2.22355 1.52123 -7.38982
78 H -0.74522 0.98989 -9.31399
79 C 6.68688 6.29733 0.96044
80 Br 5.27163 7.35660 1.74823
81 Br 6.67545 4.48113 1.63385
82 Br 6.63824 6.34814 -0.97376
83 H 7.62903 6.74429 1.26709
84 C 7.56242 -5.03824 -1.11547
85 Br 8.97966 -3.76427 -0.77410
86 Br 8.24846 -6.71367 -1.79870
87 Br 6.44181 -5.30277 0.44147
88 H 6.93195 -4.61227 -1.89182
89 C -0.03924 -0.52687 6.91293
90 Br -0.79954 0.55138 5.49620
91 Br 1.61218 0.22473 7.59075
92 Br -1.31516 -0.85225 8.32919
93 H 0.20742 -1.49215 6.47876
94 C 3.18665 1.11477 11.82054
95 Br 2.83044 -0.73768 12.25530
96 Br 4.56710 1.28520 10.47895
97 Br 1.56984 2.05824 11.32091
98 H 3.56381 1.58685 12.72385
99 C 3.52366 9.79842 4.91333
100 Br 4.86416 8.69084 5.76610
101 Br 4.28565 11.42367 4.19111
102 Br 2.52691 8.81535 3.57386
103 H 2.81612 10.09275 5.68391
104 C -7.95254 -1.76025 -0.64729
105 Br -6.55069 -0.50797 -0.18411
106 Br -7.23938 -3.34799 -1.49791
107 Br -9.06828 -2.19391 0.87919
108 H -8.58957 -1.26964 -1.37856
109 C 6.28247 -9.60785 -4.41517
110 Br 4.87438 -8.52321 -3.64560
111 Br 6.26436 -11.41166 -3.71299
112 Br 6.22930 -9.58694 -6.35046
113 H 7.22693 -9.15978 -4.11782
114 C -6.73493 3.08451 2.40797
115 Br -6.81560 1.29081 3.13737
116 Br -5.66528 4.26074 3.51319
117 Br -6.12957 3.06810 0.55853
118 H -7.74700 3.48156 2.40999
119 C 7.08340 3.04816 5.66372
120 Br 5.87535 4.55936 5.65682
121 Br 7.83353 2.75219 7.41657
122 Br 6.24067 1.44858 4.96374
123 H 7.90576 3.29185 4.99591
124 C -11.44711 -1.67529 4.43989
125 Br -10.12515 -2.28323 5.71717
126 Br -10.90408 -0.03284 3.56936
127 Br -11.89449 -3.05603 3.15754
128 H -12.35248 -1.45474 4.99901
129 C -8.23928 -6.77346 0.94330
130 Br -9.96319 -6.03365 0.45547
131 Br -7.12627 -5.47637 1.85699
132 Br -8.41853 -8.40865 1.96340
133 H -7.73244 -7.03060 0.01658
134 C 2.13111 -10.13700 -8.00421
135 Br 2.21998 -9.89755 -6.08499
136 Br 2.71242 -8.55194 -8.95300
137 Br 3.09820 -11.71331 -8.57617
138 H 1.08635 -10.29473 -8.25783

Charge   +1
E_HOMO   -10.25 eV
Energy relative to the best compared isomer or geometry (same formula, charge and spin)   0.000 eV
Kohn-Sham gap   6.1195 eV
E_tot   -3436553.707 eV



[3]
Computed, not measured: C36H44ClFeGeO2 as an isolated structure, with wB97M-V/def2-TZVPD.

CARTESIAN COORDINATES (ANGSTROEM)
1 Fe -0.16564 0.42472 -0.33662
2 C -1.22058 1.00947 2.29256
3 C -1.77798 1.68883 1.22340
4 C -0.69772 2.62013 0.70201
5 C 0.41778 2.39210 1.48742
6 C 0.10137 1.45677 2.54366
7 C 0.99391 1.08711 3.69234
8 C 0.16245 0.77600 4.94051
9 C 1.79438 -0.17221 3.29120
10 C 1.98244 2.22228 3.98867
11 C -0.65508 3.62679 -0.43288
12 C -1.66224 4.77388 -0.23952
13 C -0.88908 2.87969 -1.74216
14 C 0.73048 4.28061 -0.54276
15 C -3.17821 1.29501 0.74866
16 C -4.01435 0.77745 1.93686
17 C -4.01861 2.36922 0.05504
18 C -2.95098 0.12179 -0.20933
19 H -1.74077 0.29642 2.91044
20 H 1.33838 2.94983 1.43314
21 H -0.49371 -0.08372 4.78983
22 H -0.44973 1.63342 5.22707
23 H 0.82687 0.54377 5.77291
24 H 1.13292 -1.03242 3.19074
25 H 2.52957 -0.38299 4.06962
26 H 2.32822 -0.02075 2.34929
27 H 1.46344 3.17064 4.14426
28 H 2.70957 2.35081 3.18389
29 H 2.53698 1.99275 4.89843
30 H -2.68113 4.43556 -0.08922
31 H -1.64610 5.42190 -1.11754
32 H -1.37488 5.37319 0.62515
33 H -1.89031 2.46524 -1.84086
34 H -0.14430 2.05402 -1.84967
35 H -0.71940 3.53067 -2.59934
36 H 0.99280 4.83268 0.36012
37 H 0.71340 4.99629 -1.36561
38 H 1.51797 3.55102 -0.75413
39 H -3.99429 1.48420 2.76713
40 H -3.67609 -0.19551 2.29562
41 H -5.05176 0.65965 1.62205
42 H -4.23509 3.19328 0.73579
43 H -4.97486 1.92866 -0.23102
44 H -3.56177 2.76645 -0.84865
45 H -2.38943 -0.66886 0.30197
46 H -2.42562 0.44972 -1.12722
47 H -3.89740 -0.32681 -0.52268
48 Cl 3.69488 -5.82356 -1.46281
49 C 2.63470 -4.47763 -1.59277
50 C 2.25411 -3.99459 -2.84157
51 C 1.42090 -2.89435 -2.96136
52 C 0.93620 -2.21797 -1.84655
53 O 0.12886 -1.10550 -1.95322
54 C 1.30487 -2.73013 -0.59201
55 C 0.85452 -2.17888 0.62922
56 O 0.18989 -1.14012 0.76900
57 C 2.14981 -3.85013 -0.47839
58 H 2.62093 -4.48554 -3.73416
59 H 1.18336 -2.55101 -3.95103
60 H 1.12677 -2.72391 1.54005
61 H 2.42716 -4.20698 0.50743
62 Ge -0.98835 -1.05882 -3.61988
63 C -1.83952 0.62783 -3.86696
64 C -1.11736 1.57832 -4.59623
65 C -1.75616 2.70031 -5.10567
66 C -3.11908 2.87552 -4.89854
67 C -3.84490 1.93872 -4.17201
68 C -3.21253 0.81262 -3.66644
69 C -1.98961 -2.65174 -3.35059
70 C -3.12455 -2.66104 -2.53502
71 C -3.84971 -3.82989 -2.36193
72 C -3.44880 -4.99493 -3.00472
73 C -2.33140 -4.99194 -3.82725
74 C -1.60049 -3.82511 -4.00210
75 H 0.10828 -1.09980 -4.67495
76 H -0.06429 1.42550 -4.80386
77 H -1.19644 3.42560 -5.68170
78 H -3.62490 3.72736 -5.33439
79 H -4.90943 2.06966 -4.02604
80 H -3.80171 0.06533 -3.15021
81 H -3.45202 -1.75732 -2.03892
82 H -4.73196 -3.83179 -1.73507
83 H -4.01625 -5.90659 -2.87098
84 H -2.03314 -5.89567 -4.34211
85 H -0.74338 -3.83117 -4.66323

Charge   +2
E_HOMO (alpha / beta)   -14.21 / -14.36 eV
Energy relative to the best compared isomer or geometry (same formula, charge and spin)   0.728 eV
Kohn-Sham gap (alpha / beta)   7.7447 / 6.4229 eV
E_tot   -145551.083 eV
Spin multiplicity   6
Expectation value of S²   8.765



[4]
Computed, not measured: C36H44ClGaN2PSeSi2Te as an isolated structure, with wB97M-V/def2-TZVPD.

CARTESIAN COORDINATES (ANGSTROEM)
1 Ga -0.18743 -1.30055 -1.28153
2 C 3.17972 0.60845 -3.17849
3 C 2.80150 0.60934 -4.50941
4 C 1.56590 0.08954 -4.86359
5 C 0.73649 -0.40870 -3.87588
6 N 1.10197 -0.37587 -2.58196
7 C 2.29993 0.10521 -2.23970
8 C -0.58570 -1.02112 -4.15363
9 C -1.02229 -1.35550 -5.42425
10 C -2.26370 -1.95437 -5.56652
11 C -3.02798 -2.20858 -4.43954
12 C -2.51409 -1.86718 -3.20395
13 N -1.32681 -1.27694 -3.06848
14 H 4.13799 0.99124 -2.85853
15 H 3.46095 1.00469 -5.27017
16 H 1.25383 0.07891 -5.89667
17 H 2.54303 0.06002 -1.18523
18 H -0.40057 -1.17705 -6.28819
19 H -2.62224 -2.23267 -6.54814
20 H -3.99728 -2.68030 -4.50728
21 H -3.05130 -2.07731 -2.29059
22 Cl 0.98764 2.11406 0.03028
23 C 2.55831 2.56651 0.67880
24 C 2.88991 3.90931 0.66592
25 C 4.13324 4.29104 1.14516
26 C 5.01488 3.33201 1.62084
27 C 4.65384 1.99361 1.63210
28 C 3.40636 1.57426 1.16889
29 P 2.85757 -0.18210 1.15160
30 C 4.39760 -1.05427 1.58750
31 C 4.88638 -1.15704 2.88934
32 C 6.07941 -1.81747 3.13746
33 C 6.79631 -2.38010 2.08890
34 C 6.31421 -2.28987 0.79185
35 C 5.11531 -1.63604 0.54520
36 C 1.92161 -0.27797 2.71801
37 C 1.56346 -1.55813 3.14561
38 C 0.89423 -1.73103 4.34539
39 C 0.52452 -0.62803 5.10574
40 C 0.84704 0.64755 4.66939
41 C 1.55697 0.82217 3.48745
42 H 2.18869 4.63730 0.28201
43 H 4.41086 5.33646 1.14055
44 H 5.98743 3.62695 1.99157
45 H 5.34885 1.25613 2.01209
46 H 4.32953 -0.72307 3.71123
47 H 6.45030 -1.89543 4.15121
48 H 7.72584 -2.89788 2.28600
49 H 6.86252 -2.74114 -0.02458
50 H 4.72326 -1.59177 -0.46485
51 H 1.82283 -2.42136 2.54286
52 H 0.65243 -2.73031 4.68283
53 H -0.00562 -0.76533 6.03970
54 H 0.57090 1.51123 5.26089
55 H 1.83747 1.82277 3.18325
56 C -4.81989 -0.18058 2.72548
57 Si -4.36910 -1.75886 1.82796
58 C -5.89646 -2.66402 1.24862
59 C -3.28268 -2.84973 2.86444
60 C -3.41612 -1.28413 0.25693
61 Te -1.71238 -0.04983 0.62107
62 C -2.62432 1.84071 0.22120
63 Si -3.03652 2.37092 -1.54102
64 C -3.71029 4.10822 -1.44517
65 C -4.32313 1.23563 -2.28412
66 C -1.45689 2.35479 -2.54633
67 H -5.39607 -0.40217 3.62639
68 H -5.42970 0.47777 2.10161
69 H -3.92907 0.37031 3.04056
70 H -6.50918 -2.97527 2.09741
71 H -5.62561 -3.56351 0.69142
72 H -6.51841 -2.03891 0.60433
73 H -3.80582 -3.17193 3.76771
74 H -2.37950 -2.32177 3.16823
75 H -2.97364 -3.73742 2.30802
76 H -4.06314 -0.74213 -0.43507
77 H -3.02186 -2.18390 -0.22052
78 H -1.89409 2.54126 0.63781
79 H -3.49529 1.87499 0.88061
80 H -4.62545 4.14895 -0.85100
81 H -3.94650 4.48701 -2.44216
82 H -2.98782 4.79119 -0.99362
83 H -5.23037 1.22527 -1.67519
84 H -3.97037 0.20791 -2.38233
85 H -4.60300 1.58354 -3.28131
86 H -0.73049 3.06090 -2.13748
87 H -1.65485 2.64186 -3.58198
88 H -0.99321 1.36632 -2.55678
89 Se 0.04520 -3.33769 -0.48420

Charge   +1
E_HOMO   -9.56 eV
Energy relative to the best compared isomer or geometry (same formula, charge and spin)   0.184 eV
Kohn-Sham gap   5.9641 eV
E_tot   -203607.411 eV